1.
Formula: C25H37AuI2NO3PS2Te
Source: OMol25
Level of theory: the ωB97M-V functional and the def2-TZVPD basis

Structure (ORCA input):
```
! wB97M-V def2-TZVPD RIJCOSX def2/J DEFGRID3
* xyz 0 3
Au 1.943 -1.702 3.044
C -3.635 -1.459 5.758
C -3.739 -1.771 4.285
O -2.588 -2.535 3.866
P -1.425 -1.829 3.031
S -0.008 -3.284 2.991
S -0.944 -0.044 3.610
O -2.058 -1.704 1.551
C -2.662 -2.853 0.931
C -2.312 -2.843 -0.537
H -4.528 -0.923 6.084
H -2.761 -0.841 5.957
H -3.553 -2.379 6.335
H -3.813 -0.860 3.686
H -4.604 -2.400 4.069
H -3.740 -2.777 1.089
H -2.312 -3.769 1.412
H -2.696 -1.947 -1.025
H -2.738 -3.715 -1.036
H -1.231 -2.872 -0.659
I 2.483 -2.174 5.570
C 5.397 -1.236 4.290
I 4.656 -0.448 2.530
H 5.783 -2.239 4.220
H 5.774 -0.520 5.000
C 2.334 -3.308 -0.084
C 1.610 -2.009 0.050
O 0.887 -1.614 -1.038
N 1.567 -1.213 1.026
Te 0.061 0.030 -0.199
C -1.103 0.443 -1.987
C -1.378 -0.308 -3.137
C -0.711 -1.594 -3.559
C -2.326 0.182 -4.039
C -3.002 1.373 -3.849
C -4.027 1.862 -4.833
C -2.714 2.099 -2.701
C -1.791 1.652 -1.769
C -1.562 2.515 -0.546
C 1.627 1.381 -0.568
C 2.238 1.529 -1.813
C 1.901 0.718 -3.034
C 3.246 2.486 -1.927
C 3.644 3.277 -0.861
C 4.736 4.299 -1.015
C 3.009 3.102 0.363
C 1.998 2.167 0.533
C 1.326 2.078 1.877
H 2.278 -3.699 -1.097
H 1.880 -4.022 0.605
H 3.374 -3.171 0.208
H -0.270 -2.152 -2.746
H 0.080 -1.378 -4.283
H -1.439 -2.231 -4.062
H -2.531 -0.403 -4.929
H -4.013 1.269 -5.746
H -3.850 2.904 -5.100
H -5.031 1.800 -4.409
H -3.225 3.038 -2.522
H -2.180 3.409 -0.608
H -0.523 2.845 -0.461
H -1.835 2.010 0.386
H 1.604 -0.298 -2.788
H 2.772 0.669 -3.686
H 1.084 1.177 -3.596
H 3.744 2.596 -2.883
H 5.191 4.246 -2.002
H 5.517 4.149 -0.270
H 4.344 5.308 -0.877
H 3.312 3.702 1.213
H 2.002 2.427 2.656
H 1.021 1.069 2.154
H 0.433 2.710 1.906
*
```

Kohn-Sham gap (alpha / beta) ... 7.0 / 6.3 eV
F_max ... 0.41 eV/A
M ... 1073.1 g mol⁻¹

2.
Formula: C3H10NS2
Source: OMol25
Level of theory: the ωB97M-V functional and the def2-TZVPD basis

Structure (ORCA input):
```
! wB97M-V def2-TZVPD RIJCOSX def2/J DEFGRID3
* xyz 2 2
S 2.791 0.204 -1.314
S 2.140 -1.663 -1.925
H 2.993 0.647 -2.607
H 1.928 -2.055 -0.635
C -1.592 -1.076 0.212
C -1.353 0.424 0.000
C 0.192 1.497 1.540
N -0.003 0.789 0.500
H -0.802 -1.673 -0.253
H -1.545 -1.348 1.272
H -2.602 -1.317 -0.117
H -1.405 0.617 -1.073
H -2.065 1.057 0.523
H 1.222 1.660 1.852
H -0.701 1.788 2.078
H 0.801 0.450 -0.054
*
```

Kohn-Sham gap (alpha / beta) ... 10.3 / 7.5 eV
Energy above the lowest of the compared OMol25 structures with the same formula, charge and spin ... 139.56 kJ/mol
F_max ... 1.96 eV/A
M ... 124.3 g mol⁻¹

3.
Formula: C11H19LaN2O8S
Source: OMol25
Level of theory: the ωB97M-V functional and the def2-TZVPD basis

Structure (ORCA input):
```
! wB97M-V def2-TZVPD RIJCOSX def2/J DEFGRID3
* xyz 0 1
La -0.413 0.299 -0.540
O 3.503 -0.714 -1.722
C 2.396 -0.658 -1.240
O 1.343 -0.137 -1.719
C 2.152 -1.314 0.186
C 0.291 -2.243 1.349
C 1.199 -3.056 2.283
C 1.926 -1.971 3.093
C 1.372 -0.672 2.484
O 0.058 -1.027 2.022
C 2.204 -0.220 1.279
C 1.639 1.118 0.721
O 2.317 1.815 -0.020
O 0.441 1.400 1.059
H 2.917 -2.080 0.366
H -0.676 -2.711 1.127
H 1.884 -3.686 1.722
H 0.580 -3.682 2.925
H 3.007 -2.026 2.986
H 1.676 -2.040 4.150
H 1.256 0.146 3.196
H 3.245 -0.048 1.554
N -2.152 2.322 0.228
C -2.177 3.468 -0.691
C -0.770 3.670 -1.264
N -0.328 2.438 -1.911
H -3.090 2.139 0.581
H -1.571 2.572 1.032
H -2.493 4.396 -0.191
H -2.879 3.255 -1.504
H -0.085 3.864 -0.434
H -0.765 4.529 -1.949
H 0.687 2.435 -2.019
H -0.753 2.327 -2.835
C -3.266 -2.080 -2.718
S -1.589 -1.677 -2.032
O -1.869 -1.477 -0.541
O -1.395 -0.269 -2.545
O 0.858 -1.935 0.091
H -3.166 -2.047 -3.797
H -3.977 -1.347 -2.366
H -3.538 -3.078 -2.397
*
```

Kohn-Sham gap ... 9.0 eV
Energy above the lowest of the compared OMol25 structures with the same formula, charge and spin ... 315.49 kJ/mol
F_max ... 4.25 eV/A
M ... 478.3 g mol⁻¹

4.
Formula: C7H13N3O4S
Source: OMol25
Level of theory: the ωB97M-V functional and the def2-TZVPD basis

Structure (ORCA input):
```
! wB97M-V def2-TZVPD RIJCOSX def2/J DEFGRID3
* xyz 0 1
C 0.643 2.220 -1.102
C 0.307 0.925 -1.508
C 0.789 0.935 0.657
C -1.888 -1.638 -0.407
C 1.153 3.394 1.039
C -0.707 -1.761 0.453
C 0.530 -1.166 -0.291
N 0.821 2.221 0.246
N 0.446 0.186 -0.370
N -0.480 -3.179 0.581
O 2.987 0.313 0.745
O 2.750 -0.398 -1.480
O 4.035 -1.864 0.082
O 1.609 -1.617 0.365
S 3.029 -0.835 -0.110
H 0.653 3.162 -1.664
H 0.287 0.647 -2.494
H 1.072 0.603 1.607
H -1.650 -1.884 -1.471
H -2.317 -0.718 -0.384
H -2.606 -2.234 -0.001
H 0.307 3.713 1.677
H 2.159 3.243 1.626
H 1.281 4.397 0.517
H -0.918 -1.342 1.499
H 0.504 -1.650 -1.303
H -0.343 -3.514 -0.358
H 0.434 -3.154 0.981
*
```

Kohn-Sham gap ... 9.5 eV
Energy above the lowest of the compared OMol25 structures with the same formula, charge and spin ... 357.65 kJ/mol
F_max ... 5.29 eV/A
M ... 235.3 g mol⁻¹

Summary of E in Eh
-3392.12601; -970.69161; -1571.89002; -1137.87596
(order as listed above)